12
Properties=species:S:1:pos:R:3:forces:R:3 method="wB97M-V/def2-TZVPD" de_lowest_kj_mol=441.3 charge=+1 molar_mass_g_mol=217.9 lumo_energy_ev="-4.8 / -7.4" energy_ev=-15538.498 orbital_gap_ev="8.8 / 5.7" multiplicity=3
O -1.56731 -0.88044 1.59726 2.2145 2.2102 -3.3012
O 0.85325 -0.66026 -1.23819 0.3148 -0.6215 -0.5934
C 1.26231 -0.46279 -0.05563 -3.4200 -0.8352 -0.1510
C -0.91462 0.73730 -0.47165 -1.9613 -0.3814 3.9371
O 0.90370 -1.18835 0.90508 1.1275 -0.3990 -0.0970
O 1.82515 0.69153 0.15024 3.7905 -0.0322 0.9001
C -1.27862 -0.44581 0.39927 -2.0544 -1.7192 1.3502
H -1.37081 0.86170 -1.45971 0.0920 -0.4148 0.3772
H -1.70729 -1.11842 -0.37213 -0.0765 -0.1895 -0.0345
H -1.92554 0.85509 0.55870 1.0294 0.5683 -2.4894
Li 3.38675 -0.57012 -0.18065 0.0190 0.3596 0.0791
Ag 0.53302 2.18057 0.16741 -1.0755 1.4547 0.0227